No. 1
Below is C30H52O15S6 as an isolated structure, with properties calculated with ωB97M-V/def2-TZVPD.

The value obtained for the highest occupied orbital energy is -9.00 eV.

Last column: Mulliken charge in e.
Cartesian coordinates (Å):
C: 3.6084 2.0302 -2.2892  -1.766
C: 4.2254 0.8359 -2.9855  1.078
C: 5.4653 0.9518 -3.5858  -0.726
C: 6.0112 -0.1119 -4.2454  -0.605
C: 5.3743 -1.3191 -4.3246  -0.949
C: 4.1404 -1.4641 -3.7287  -0.246
C: 3.5848 -0.3871 -3.0751  0.106
C: 2.1937 -0.5903 -2.4821  -1.053
C: 1.1841 -0.2364 -3.5867  0.966
O: 1.6655 0.8010 -4.4356  -0.416
C: 0.8252 -1.3704 -4.5526  -0.450
O: -0.0985 -0.7069 -5.4763  -0.399
S: -0.9115 0.3893 -4.5767  1.279
O: -2.2008 -0.2027 -4.4463  -0.705
O: -0.9895 1.6897 -5.1330  -0.593
O: -0.0805 0.3035 -3.1716  -0.366
H: 3.2392 2.7775 -2.9882  0.244
H: 2.8498 1.7261 -1.5722  0.178
H: 4.4156 2.4773 -1.6997  0.618
H: 5.9932 1.9001 -3.5594  0.520
H: 6.9734 -0.0410 -4.7444  0.394
H: 5.8009 -2.1564 -4.8659  0.404
H: 3.5909 -2.3991 -3.7724  0.504
H: 2.0471 -1.6345 -2.1871  0.715
H: 2.0359 0.0067 -1.5881  0.111
H: 2.1955 0.4432 -5.1561  0.324
H: 1.6608 -1.7355 -5.1465  0.407
H: 0.2094 -2.1672 -4.1247  0.362
C: -1.4777 -1.7210 0.6916  -0.925
C: -1.1224 -1.2714 2.1144  -0.100
C: 0.3261 -1.6894 2.3820  -0.712
S: 1.1430 -1.7155 0.7839  1.377
O: 1.5193 -3.0734 0.4738  -0.713
O: 2.0926 -0.6305 0.7104  -0.691
C: -0.3059 -1.2939 -0.1844  -0.306
H: -2.4128 -1.2801 0.3480  0.383
H: -1.5866 -2.8081 0.6646  0.356
H: -1.2114 -0.1845 2.1839  0.285
H: -1.7914 -1.7014 2.8530  -0.148
H: 0.8393 -0.9856 3.0319  0.374
H: 0.3819 -2.6909 2.8040  0.357
H: -0.2713 -1.8085 -1.1423  0.201
H: -0.3007 -0.2145 -0.3379  0.318
C: -4.6157 -2.7902 6.8032  -0.348
C: -3.7195 -1.9276 7.7000  -0.646
C: -2.2812 -2.4313 7.5316  -0.704
S: -2.1854 -3.1294 5.8798  1.080
O: -1.9531 -4.5475 5.9925  -0.618
O: -1.3549 -2.2917 5.0475  -0.646
C: -3.9031 -2.8683 5.4555  -0.794
H: -5.6141 -2.3672 6.7015  0.352
H: -4.7149 -3.7902 7.2333  0.074
H: -3.7833 -0.8838 7.3838  0.342
H: -4.0301 -1.9731 8.7427  0.341
H: -1.5533 -1.6283 7.6195  0.380
H: -2.0478 -3.2228 8.2426  0.340
H: -4.2531 -3.6847 4.8273  0.481
H: -3.9705 -1.9233 4.9158  0.342
C: -2.0252 6.7314 -5.0268  -0.353
C: -2.6145 5.3330 -5.2496  -0.814
C: -2.1117 4.4351 -4.1134  -0.288
S: -1.8219 5.5178 -2.7107  1.112
O: -0.4100 5.5322 -2.4190  -0.589
O: -2.8026 5.2574 -1.6876  -0.689
C: -2.2415 7.0431 -3.5499  -0.752
H: -2.4979 7.4771 -5.6654  0.352
H: -0.9559 6.7216 -5.2532  0.108
H: -3.7050 5.3898 -5.2200  0.316
H: -2.3348 4.9266 -6.2208  0.342
H: -2.8440 3.6810 -3.8372  0.391
H: -1.1690 3.9575 -4.3676  0.147
H: -1.6124 7.8497 -3.1799  0.405
H: -3.2892 7.2582 -3.3408  0.342
C: -3.7337 -9.0668 8.4730  -0.580
C: -2.4397 -8.5114 7.8625  -0.758
C: -2.5348 -6.9819 7.9056  -0.337
S: -3.5930 -6.5815 9.2959  1.183
O: -4.7982 -5.9625 8.7956  -0.653
O: -2.8092 -5.9689 10.3392  -0.697
C: -3.9653 -8.2710 9.7536  -0.733
H: -3.6610 -10.1349 8.6746  0.350
H: -4.5648 -8.9095 7.7816  0.291
H: -1.5847 -8.8447 8.4548  0.317
H: -2.2891 -8.8662 6.8439  0.327
H: -1.5636 -6.5179 8.0540  0.346
H: -3.0007 -6.5809 7.0089  0.229
H: -4.9857 -8.3339 10.1252  0.393
H: -3.2630 -8.5639 10.5338  0.329
C: 3.2625 5.7866 -6.4147  -0.489
C: 3.3048 7.2374 -5.9178  -0.631
C: 3.9087 7.2220 -4.5082  -0.639
S: 4.9907 5.7894 -4.4420  1.068
O: 4.4505 4.8512 -3.4925  -0.518
O: 6.3624 6.2232 -4.3817  -0.712
C: 4.6313 5.1957 -6.0913  -0.699
H: 3.0456 5.7296 -7.4808  0.376
H: 2.4834 5.2363 -5.8813  0.214
H: 3.9357 7.8316 -6.5827  0.300
H: 2.3146 7.6918 -5.9145  0.320
H: 4.4922 8.1163 -4.3038  0.336
H: 3.1426 7.0962 -3.7445  0.338
H: 4.6464 4.1079 -6.0999  0.389
H: 5.3993 5.5875 -6.7581  0.342

=====

No. 2
Below is the molecule C3H7N3O2, with properties calculated with ωB97M-V/def2-TZVPD.

The SMILES is CC(=N/O)/C(N)=N\O. The value obtained for the highest occupied orbital energy (alpha / beta) is -8.09 / -8.01 eV. For the energy above the lowest of the compared OMol25 structures with the same formula, charge and spin, the calculation gives 766.9 kJ/mol.

Last column: Mulliken charge in e.
Cartesian coordinates (Å):
C: 1.2848 1.2435 0.7223  -1.302
C: 0.4858 0.1186 0.1656  0.155
N: 1.0306 -1.1738 0.0694  -0.375
O: 1.2714 -1.4440 -1.2940  -0.300
C: -0.7926 0.0200 -0.2931  0.618
N: -1.6419 0.9409 -0.8283  -0.411
N: -1.2220 -1.3246 -0.2020  -0.324
O: -1.5137 -1.7023 1.0995  -0.243
H: 1.9843 1.6507 -0.0161  0.291
H: 0.6432 2.0511 1.0796  0.339
H: 1.8903 0.8711 1.5549  0.344
H: 1.4624 -2.3926 -1.2948  0.349
H: -2.5915 0.6406 -0.9880  0.254
H: -1.2821 1.6212 -1.4803  0.233
H: -1.0088 -1.1205 1.7053  0.373

=====

No. 3
Below is the molecule C4H8N2O, with properties calculated with ωB97M-V/def2-TZVPD.

The value obtained for the highest occupied orbital energy is -8.48 eV. For the energy above the lowest of the compared OMol25 structures with the same formula, charge and spin, the calculation gives 366.4 kJ/mol.

Last column: Mulliken charge in e.
Cartesian coordinates (Å):
C: 0.6108 -1.4766 1.4949  -0.779
N: 0.2598 -0.0492 1.4785  -0.173
C: -0.4702 0.4766 0.2606  0.104
N: -1.6170 0.8249 0.6167  -0.796
C: 0.2754 0.5321 -1.0347  0.640
O: 1.4577 0.2439 -1.0732  -0.590
C: -0.5277 0.9569 -2.2331  -1.054
H: 1.3944 -1.6837 0.7621  0.305
H: -0.2874 -2.0481 1.2457  0.300
H: 0.9489 -1.7598 2.4946  0.312
H: 1.0553 0.5309 1.7504  0.293
H: -0.8842 0.3286 1.8104  0.501
H: -1.2190 1.7600 -1.9665  0.345
H: 0.1416 1.2549 -3.0424  0.333
H: -1.1384 0.1086 -2.5640  0.259

=====

No. 4
Below is C33H68Br20ClIInO3 as an isolated structure, with properties calculated with ωB97M-V/def2-TZVPD.

As for the net charge: -1. The value obtained for the highest occupied orbital energy is -4.24 eV.

Last column: Mulliken charge in e.
Cartesian coordinates (Å):
C: -7.1093 5.2244 0.5234  -0.873
C: -6.7175 5.2095 -0.9455  -0.352
O: -5.3981 4.7344 -1.0584  -0.165
C: -4.7506 5.0995 -2.2645  -0.602
C: -3.6193 4.1539 -2.5648  -0.341
O: -4.0338 2.9260 -3.0843  -0.399
C: -4.3028 1.9144 -2.0893  -0.769
In: -2.5258 0.7196 -1.4360  1.187
Cl: -0.7763 1.1795 -3.1741  -0.706
C: -3.1083 -1.4133 -1.5164  -1.113
C: -2.0982 -2.4711 -1.0329  -0.268
C: -2.4899 -3.0704 0.3129  -0.307
C: -3.5232 -4.1915 0.1904  -0.717
O: -3.0298 -5.4567 0.6156  -0.380
C: -3.3729 -5.7812 1.9378  -0.748
C: -1.8982 1.5971 0.5184  -1.070
C: -0.6653 1.0514 1.2444  -0.480
C: 0.3838 0.3999 0.3598  -0.052
I: -1.1988 -0.2835 2.8682  -0.142
H: -7.1503 6.2395 0.9070  0.298
H: -6.3646 4.6732 1.0857  0.145
H: -8.0689 4.7502 0.7017  0.304
H: -7.3857 4.5481 -1.5060  0.298
H: -6.8024 6.2104 -1.3717  0.266
H: -4.3515 6.1148 -2.1638  0.315
H: -5.4564 5.0636 -3.0972  0.345
H: -3.0040 4.0125 -1.6702  0.075
H: -3.0047 4.6259 -3.3332  0.383
H: -5.0826 1.2670 -2.4827  0.343
H: -4.7219 2.3842 -1.1995  0.226
H: -4.0596 -1.5574 -1.0035  0.446
H: -3.3184 -1.5915 -2.5694  0.157
H: -1.0780 -2.0965 -1.0104  0.302
H: -2.0915 -3.2940 -1.7544  0.022
H: -1.6360 -3.4328 0.8803  0.398
H: -2.9298 -2.2731 0.9102  0.193
H: -4.4238 -3.9485 0.7560  0.348
H: -3.8204 -4.3028 -0.8504  0.373
H: -3.2349 -4.9303 2.6059  0.321
H: -2.7182 -6.5837 2.2616  0.242
H: -4.4092 -6.1197 2.0034  0.286
H: -2.7680 1.5663 1.1689  0.565
H: -1.6969 2.6516 0.3242  0.013
H: -0.1863 1.8581 1.7911  0.647
H: 0.3524 -0.6841 0.4209  0.359
H: 0.2634 0.7345 -0.6621  -0.127
H: 1.3755 0.7087 0.6791  -0.238
Br: 1.1591 4.1082 -0.3796  -0.032
C: 2.5284 4.0159 -1.7549  -0.644
C: 2.6436 2.6396 -2.3639  -0.165
Br: 3.5028 1.3829 -1.1471  -0.134
H: 3.4549 4.3393 -1.2909  0.385
H: 2.2312 4.7320 -2.5178  0.354
H: 3.2643 2.6702 -3.2567  0.381
H: 1.6708 2.2145 -2.6020  -0.107
Br: 6.6015 -0.7837 4.2599  -0.154
C: 6.4225 -0.9708 2.3318  -0.437
C: 5.5394 0.0847 1.7269  -0.568
Br: 3.6607 -0.2561 2.0867  -0.133
H: 6.0380 -1.9686 2.1576  0.123
H: 7.4359 -0.9025 1.9412  0.403
H: 5.6418 0.0720 0.6436  0.306
H: 5.7576 1.0803 2.0985  0.390
Br: 6.4529 -3.9815 -0.3382  -0.128
C: 6.8238 -5.5938 0.6831  -0.551
C: 6.3634 -5.4749 2.1110  -0.720
Br: 7.5345 -4.3239 3.1524  -0.028
H: 7.8927 -5.7664 0.6125  0.354
H: 6.2870 -6.3927 0.1771  0.350
H: 6.3855 -6.4466 2.5986  0.355
H: 5.3659 -5.0540 2.1872  0.400
Br: -9.7973 6.3614 -2.0158  -0.086
C: -10.3788 8.1682 -2.4190  -0.563
C: -9.2058 9.0984 -2.5797  -0.641
Br: -8.3874 9.5338 -0.8709  -0.128
H: -11.0377 8.4753 -1.6138  0.365
H: -10.9406 8.1050 -3.3481  0.332
H: -9.5254 10.0459 -3.0070  0.366
H: -8.4240 8.6648 -3.1943  0.368
Br: 10.4262 0.0809 3.1687  -0.133
C: 10.5775 -0.2359 5.0808  -0.466
C: 11.3091 -1.5189 5.3772  -0.634
Br: 10.1883 -3.0593 5.0182  -0.098
H: 9.5651 -0.2393 5.4724  0.270
H: 11.1255 0.6147 5.4791  0.356
H: 11.5717 -1.5787 6.4308  0.348
H: 12.2028 -1.6353 4.7727  0.367
Br: 12.5565 -5.0339 2.2735  -0.114
C: 13.0057 -6.5473 3.4039  -0.594
C: 12.5255 -6.3576 4.8181  -0.470
Br: 13.6384 -5.1053 5.8034  -0.133
H: 14.0817 -6.6732 3.3511  0.367
H: 12.5148 -7.4060 2.9522  0.343
H: 12.5880 -7.2948 5.3661  0.344
H: 11.5118 -5.9717 4.8627  0.240
Br: 0.9726 6.0015 3.0778  -0.124
C: 0.9872 7.8156 2.3911  -0.580
C: -0.3915 8.2793 1.9984  -0.594
Br: -0.9927 7.4683 0.3393  -0.111
H: 1.6766 7.8253 1.5532  0.344
H: 1.3772 8.4359 3.1950  0.339
H: -0.3934 9.3530 1.8239  0.337
H: -1.1321 8.0300 2.7510  0.366
Br: -1.5949 -1.4480 -4.9692  -0.040
C: -2.3848 -2.9656 -5.8860  -0.693
C: -1.6785 -4.2568 -5.5710  -0.332
Br: 0.0354 -4.3896 -6.4951  -0.173
H: -2.3756 -2.7452 -6.9489  0.407
H: -3.4138 -3.0230 -5.5358  0.356
H: -2.2548 -5.1145 -5.9118  0.279
H: -1.4617 -4.3576 -4.5124  0.241
Br: 0.1257 -9.0103 -4.1522  -0.135
C: 0.4544 -9.2395 -6.0543  -0.586
C: -0.1054 -8.1019 -6.8636  -0.373
Br: -2.0435 -8.1960 -7.0083  -0.151
H: 0.0215 -10.1952 -6.3303  0.382
H: 1.5353 -9.2809 -6.1656  0.348
H: 0.2662 -8.1417 -7.8850  0.354
H: 0.1192 -7.1300 -6.4362  0.133
Br: -7.9928 1.5651 1.6720  -0.120
C: -7.6057 1.3805 3.5659  -0.596
C: -7.9779 2.6148 4.3443  -0.588
Br: -6.7130 4.0612 4.0579  -0.126
H: -6.5482 1.1511 3.6450  0.387
H: -8.1916 0.5301 3.9066  0.327
H: -7.9545 2.4083 5.4119  0.343
H: -8.9553 2.9946 4.0667  0.360

=====

No. 5
Below is C3H6AlO3 as an isolated structure, with properties calculated with ωB97M-V/def2-TZVPD.

As for the net charge: +1. The value obtained for the highest occupied orbital energy is -14.65 eV. For the energy above the lowest of the compared OMol25 structures with the same formula, charge and spin, the calculation gives 0.0 kJ/mol.

Last column: Mulliken charge in e.
Cartesian coordinates (Å):
O: 2.1866 -0.1987 -0.6774  -0.203
C: 2.2104 0.1933 0.5294  0.205
H: 2.9958 0.8957 0.8579  0.299
H: 1.7759 -0.4652 1.3044  0.234
O: -0.8354 -0.8353 -1.6642  -0.289
C: -1.3658 -0.7768 -0.3721  -0.316
C: -1.1479 0.6025 0.2768  -0.323
O: 0.1629 1.0895 0.0808  -0.443
Al: 0.6000 0.1630 -1.4191  0.583
H: -0.8924 -1.5423 0.2826  0.265
H: -2.4544 -0.9892 -0.3656  0.341
H: -1.3848 0.5427 1.3571  0.324
H: -1.8509 1.3208 -0.1906  0.323

=====

No. 6
Below is C3H10IN2O as an isolated structure, with properties calculated with ωB97M-V/def2-TZVPD.

As for the expectation value of S²: 2.0137. As for the net charge: +1. The value obtained for the highest occupied orbital energy (alpha / beta) is -10.13 / -13.06 eV. For the energy above the lowest of the compared OMol25 structures with the same formula, charge and spin, the calculation gives 121.8 kJ/mol. The spin multiplicity is 3.

Last column: Mulliken charge in e.
Cartesian coordinates (Å):
C: 0.3599 1.9296 -1.0884  -0.801
C: 0.6597 0.5514 0.7913  -0.453
C: -0.8807 -0.7713 0.7211  -0.196
N: 0.9513 0.6475 -0.5905  -0.314
N: -0.5897 -1.7076 -0.3648  -0.346
O: -0.9995 -1.5315 1.9067  -0.493
I: 2.8588 0.2239 -1.2926  0.163
H: 0.5191 2.3203 -2.1536  0.281
H: -0.6827 1.7852 -0.8254  0.297
H: 0.7338 2.7638 -0.4436  0.322
H: 0.5838 1.4433 1.4277  0.358
H: 1.3979 -0.0500 1.3357  0.332
H: -1.7338 -0.2010 0.4080  0.383
H: -0.0618 -2.6444 -0.2354  0.398
H: 0.1498 -1.1947 -1.1137  0.363
H: -1.4445 -2.0395 -0.8089  0.366
H: -1.8213 -1.5252 2.3265  0.341